A structure of composition C11H6N2O4SSc at a distorted geometry. Source: OMol25; level of theory: ωB97M-V/def2-TZVPD.

Properties
HOMO energy (spin up / spin down)   -18.618 / -18.622 eV
Gap between HOMO and LUMO (spin up / spin down)   4.1 / 4.1 eV
Total charge   +3

Geometry as XYZ:
```
25
Properties=species:S:1:pos:R:3:forces:R:3:lowdin_charge:R:1
Sc -0.07961 -0.09773 0.17948 -1.44 -0.36 3.24 0.870
O 0.87389 -3.35237 0.07463 -1.47 5.81 -0.07 0.273
C 0.57687 -2.23097 0.07828 2.06 -7.58 -0.02 0.081
C -1.88180 0.55799 -0.84529 -7.20 2.59 -3.31 0.053
O -2.88516 0.93617 -1.30258 5.41 -2.07 2.43 0.270
C 1.51299 1.43181 0.41708 5.23 5.18 1.10 0.071
O 2.31668 2.24995 0.57110 -3.89 -4.00 -0.77 0.277
C 0.70194 -0.13326 -1.97330 2.30 -0.07 -6.78 0.038
O 1.06803 -0.15709 -3.07300 -1.82 0.10 5.49 0.273
N -1.48355 2.57553 1.58394 0.12 -0.92 0.37 0.151
C -1.71490 1.48216 2.34665 -0.91 1.19 0.33 -0.633
N -1.25952 0.25612 2.03501 1.44 -0.73 -1.87 -0.043
C -1.69634 -0.71077 2.96785 -0.34 0.58 0.25 -0.291
C -1.41956 -2.07306 2.91887 -0.19 0.04 0.49 0.001
C -1.89672 -2.86530 3.97121 0.13 -0.01 -0.32 -0.003
C -2.64823 -2.32221 5.02211 0.04 0.27 -0.12 0.016
C -2.95931 -0.95785 5.04196 0.10 0.66 -0.33 -0.003
C -2.47718 -0.16192 4.00244 -0.02 -0.46 0.03 -0.392
S -2.72818 1.57851 3.75137 0.72 -0.52 -0.50 1.250
H -1.88549 3.44335 1.92941 0.33 0.19 -0.57 0.148
H -0.85090 2.56635 0.77080 -0.76 0.57 1.00 0.093
H -0.84930 -2.46613 2.06996 -0.19 -0.24 0.53 0.073
H -1.68433 -3.92534 3.98663 0.01 -0.02 -0.07 0.133
H -3.00525 -2.94849 5.84325 0.18 0.10 -0.36 0.147
H -3.54853 -0.50193 5.83926 0.13 -0.31 -0.15 0.144
```
Positions in Å, forces in eV/Å.